Molecular formula: C32H34GeN8STc
Method: DFT, wB97M-V/def2-TZVPD

ORCA input file:
```
! wB97M-V def2-TZVPD RIJCOSX def2/J DEFGRID3
* xyz 3 1
Tc -1.41 0.21 0.44
C -3.20 3.88 2.07
C -2.75 2.71 1.27
N -1.85 1.86 1.63
N -1.17 2.07 2.81
C 0.01 1.56 2.79
N 0.88 1.67 3.80
S 0.53 0.59 1.34
C -3.22 2.47 -0.11
C -4.18 3.23 -0.73
C -4.47 3.00 -2.07
C -3.78 2.02 -2.76
C -2.84 1.26 -2.07
N -2.56 1.48 -0.78
H -2.77 3.84 3.07
H -4.29 3.88 2.15
H -2.90 4.81 1.59
H 0.66 2.29 4.57
H 1.81 1.30 3.73
H -4.70 4.01 -0.18
H -5.23 3.60 -2.57
H -3.98 1.81 -3.80
H -2.34 0.44 -2.55
N -2.99 -1.86 3.75
C -1.98 -1.23 3.14
N -2.31 -0.92 1.90
C -3.62 -1.37 1.70
C -4.44 -1.30 0.57
C -5.71 -1.85 0.68
C -6.14 -2.45 1.88
C -5.33 -2.52 2.99
C -4.06 -1.97 2.87
H -2.96 -2.21 4.70
H -1.04 -1.03 3.61
H -4.12 -0.85 -0.36
H -6.38 -1.82 -0.16
H -7.14 -2.86 1.92
H -5.67 -2.99 3.91
C 2.34 2.64 -1.94
Ge 2.94 0.84 -1.57
C 2.12 -0.53 -2.62
C 1.39 -0.11 -3.74
C 0.91 -1.03 -4.67
C 1.15 -2.39 -4.47
C 1.87 -2.82 -3.36
C 2.36 -1.91 -2.44
C 4.40 0.67 -0.41
C 5.28 1.73 -0.55
C 6.59 1.65 -0.05
C 6.99 0.52 0.60
C 6.10 -0.57 0.83
C 6.51 -1.71 1.55
C 5.63 -2.73 1.81
C 4.30 -2.62 1.37
C 3.88 -1.53 0.67
C 4.77 -0.49 0.34
H 3.12 3.22 -2.44
H 2.14 3.12 -0.98
H 1.45 2.66 -2.56
H 1.22 0.94 -3.93
H 0.39 -0.69 -5.55
H 0.80 -3.11 -5.20
H 2.08 -3.88 -3.22
H 2.97 -2.25 -1.62
H 4.99 2.63 -1.09
H 7.27 2.48 -0.20
H 8.01 0.44 0.98
H 7.53 -1.77 1.90
H 5.95 -3.60 2.36
H 3.60 -3.41 1.62
H 2.83 -1.43 0.39
N -1.45 -1.71 -2.06
N -1.00 -1.65 -0.69
H -1.55 -2.69 -2.34
H -0.68 -1.35 -2.63
H -0.04 -1.97 -0.62
H -1.55 -2.34 -0.18
*
```

The LUMO energy (spin up / spin down) is -0.331 / -0.331 Ha. The value obtained for the total energy is -4232.899129 Ha. The max |F| comes out at 0.01303 hartree/bohr. The calculation puts the energy above the lowest of the compared OMol25 structures with the same formula, charge and spin at 0.000 eV.